# 1
{"formula": "C6H13O4Tm", "method": "ωB97M-V/def2-TZVPD", "symbols": ["C", "O", "C", "H", "H", "H", "H", "H", "H", "O", "C", "C", "O", "C", "C", "O", "Tm", "H", "H", "H", "H", "H", "H", "H"], "positions_angstrom": [[-0.779367, 2.185588, 3.322548], [-1.024331, 0.849274, 2.886818], [-0.633726, -0.177761, 3.704946], [0.282483, 2.231894, 3.596534], [-1.065420, 2.843057, 2.495503], [-1.311330, 2.484769, 4.235870], [-0.575982, -1.120805, 3.164344], [-0.814578, 0.087561, 4.746641], [-1.772535, -2.762631, 0.606640], [-3.634147, -1.182550, 1.982707], [-3.857260, -2.350719, 1.268854], [-2.822340, -2.531787, 0.157825], [-2.818787, -1.283934, -0.520621], [-1.786770, -0.991772, -1.454135], [-1.814302, 0.525723, -1.631085], [-1.846966, 1.179568, -0.408089], [-2.789683, 0.386022, 1.136471], [-4.861828, -2.317691, 0.793252], [-3.818132, -3.257543, 1.904949], [-3.076801, -3.350883, -0.532436], [-1.961165, -1.529216, -2.399446], [-0.822784, -1.321518, -1.030382], [-2.704954, 0.780833, -2.243702], [-0.928808, 0.801330, -2.236792]], "atomic_forces_ev_per_a": [[0.7, 0.4, 0.6], [-1.2, -0.2, -1.4], [-0.2, 0.6, 0.2], [-0.2, 0.4, -0.5], [0.4, -0.1, 0.2], [-0.4, -0.5, -0.2], [0.0, 0.1, 0.7], [0.3, -0.9, -0.1], [-1.5, 0.5, -0.7], [0.0, -0.8, 0.1], [-0.7, -1.5, -0.3], [1.1, -1.0, 0.9], [-0.2, 0.9, 0.7], [0.7, 0.0, -0.5], [0.2, -0.2, -1.7], [0.3, -0.1, -0.6], [0.5, 1.4, 1.6], [0.4, -0.1, 0.3], [-0.1, 0.4, -0.1], [0.0, 0.2, 0.2], [0.0, 0.2, 0.3], [-0.2, 0.1, -0.1], [0.3, 0.0, 0.3], [-0.3, 0.0, 0.3]], "s_squared": 3.755, "e_homo_ev": [-12.02, -13.67], "gap_ha": [0.2816, 0.3435], "multiplicity": 4, "total_charge": 1}

=====

# 2
{"formula": "C6H13OP", "method": "ωB97M-V/def2-TZVPD", "symbols": ["C", "C", "C", "C", "C", "C", "O", "P", "H", "H", "H", "H", "H", "H", "H", "H", "H", "H", "H", "H", "H"], "positions_angstrom": [[-0.686820, 0.306730, -1.118433], [0.526680, -0.460761, -0.818952], [0.660889, 1.049385, -1.063385], [0.939162, -1.614088, -1.781878], [0.873333, 2.212380, -0.175776], [-1.758872, -1.076614, 2.357952], [0.495284, -0.249479, 3.397423], [-0.607828, 0.362694, 2.719300], [-0.979017, 0.173407, -2.144663], [-1.550818, 0.454086, -0.379026], [0.676710, -0.785243, 0.209422], [1.006136, 1.421319, -2.064320], [0.647920, -1.532772, -2.890983], [0.678858, -2.532518, -1.370688], [1.970784, -1.589069, -1.981197], [0.045457, 2.880476, -0.271890], [1.800889, 2.714141, -0.343438], [1.021068, 1.999803, 0.853519], [-2.092633, -1.370768, 3.314789], [-2.442300, -0.545705, 1.710701], [-1.224882, -1.817402, 1.841524]], "atomic_forces_ev_per_a": [[-1.1, 1.0, 0.5], [0.9, -0.7, -0.2], [-0.7, -0.5, -2.2], [-0.2, 2.9, -1.9], [0.5, -0.4, 1.1], [0.7, 3.0, -0.6], [3.0, -1.0, 1.7], [-2.6, 0.3, -1.3], [-0.6, -0.1, -0.1], [1.6, 0.0, -1.0], [0.0, 0.3, 0.0], [-0.4, -1.2, 0.6], [-0.7, 0.1, 1.7], [-0.6, -1.7, 0.5], [1.8, -0.2, 0.5], [-0.4, 0.7, 0.0], [0.6, 0.5, -0.9], [-0.5, -0.6, 1.3], [-0.9, -0.5, 0.9], [-1.0, -0.6, 0.0], [0.6, -1.2, -0.6]], "e_homo_ev": -9.14, "gap_ha": 0.3202, "smiles": "C[C@@H]1C[C@H]1C.CP=O", "multiplicity": 1}

=====

# 3
{"formula": "C6H13OS2", "method": "ωB97M-V/def2-TZVPD", "symbols": ["C", "C", "O", "H", "H", "H", "H", "H", "H", "C", "C", "S", "C", "S", "C", "H", "H", "H", "H", "H", "H", "H"], "positions_angstrom": [[2.936548, -3.385328, 2.307360], [2.318665, -2.246338, 1.525224], [1.500649, -2.786388, 0.487482], [3.554600, -3.012712, 3.123887], [2.167099, -4.029983, 2.733141], [3.567942, -3.999296, 1.663555], [1.696459, -1.631318, 2.192477], [3.117962, -1.621900, 1.097275], [1.156166, -2.061573, -0.055669], [-2.513655, 2.235652, -1.902553], [-1.030778, 2.336740, -2.214403], [-0.053617, 0.875529, -1.721221], [-0.498363, 0.623913, -0.117229], [-2.073319, 0.776576, 0.462315], [-2.713226, 2.253426, -0.396967], [-3.012593, 3.113352, -2.323960], [-2.958209, 1.343664, -2.355174], [-0.842991, 2.419878, -3.292711], [-0.585526, 3.196753, -1.699615], [0.251429, 0.209432, 0.561186], [-2.208318, 3.118780, 0.050191], [-3.776923, 2.271141, -0.124592]], "atomic_forces_ev_per_a": [[-0.1, -0.2, -0.1], [0.1, 0.1, 0.1], [-0.2, 0.2, -0.3], [0.0, 0.1, 0.0], [0.0, 0.1, 0.0], [0.0, 0.1, 0.0], [0.2, 0.0, 0.0], [-0.2, 0.0, 0.1], [0.3, -0.4, 0.2], [0.1, 0.0, 0.1], [-0.4, -0.2, -0.5], [1.1, 0.7, 0.7], [-1.0, 0.0, -0.8], [0.8, 0.7, 1.1], [-0.5, -0.2, -0.4], [0.0, -0.1, 0.0], [0.0, 0.2, 0.0], [0.0, 0.0, 0.3], [0.1, -0.3, -0.2], [-0.3, -0.7, -0.3], [-0.2, -0.3, 0.1], [0.3, 0.0, 0.0]], "e_homo_ev": -13.00, "gap_ha": 0.2385, "multiplicity": 1, "total_charge": 1}

=====

# 4
{"formula": "C6H13P", "method": "ωB97M-V/def2-TZVPD", "symbols": ["C", "C", "C", "C", "C", "C", "P", "H", "H", "H", "H", "H", "H", "H", "H", "H", "H", "H", "H", "H"], "positions_angstrom": [[-2.640248, 1.088320, 0.479783], [1.750885, 0.794715, -0.518243], [0.756660, -0.222977, 1.642626], [0.059808, -1.670344, -1.073074], [0.487462, 0.414481, 0.234063], [-0.478446, -0.338923, -0.659264], [-2.144753, -0.471615, 0.113443], [-3.632617, 1.125429, 0.725126], [-2.000909, 1.872764, 0.137046], [1.515216, 1.293680, -1.500375], [2.344850, -0.086086, -0.690032], [2.288006, 1.606058, -0.027487], [1.536675, -0.994406, 1.897092], [-0.425873, -0.530818, 1.920633], [0.805226, 0.670470, 2.348657], [0.150247, -2.402743, -0.276547], [0.944052, -1.634725, -1.820322], [-0.762806, -2.048968, -1.700458], [-0.006006, 1.346455, 0.535512], [-0.547433, 0.189240, -1.768173]], "atomic_forces_ev_per_a": [[2.8, -2.4, -1.8], [-0.5, 1.2, -0.9], [-3.8, 0.8, 1.3], [-0.3, -1.2, -2.2], [0.7, 1.0, 0.5], [0.8, 1.7, -2.2], [-0.9, 0.2, 0.1], [-2.2, 0.8, 1.0], [-0.2, 1.0, 0.3], [0.0, -0.8, 0.6], [0.6, -0.1, -0.1], [0.4, -0.4, 0.5], [-1.0, 0.7, -0.7], [3.3, -0.1, -0.2], [0.7, -1.3, -0.7], [0.5, 0.0, 0.2], [-1.1, 0.0, 1.7], [0.3, -0.5, 0.0], [0.1, 0.0, -0.3], [-0.2, -0.5, 2.9]], "e_homo_ev": -9.20, "gap_ha": 0.3468, "smiles": "C=P[C@H](C)C(C)C", "multiplicity": 1}

=====

# 5
{"formula": "C6H13PS", "method": "ωB97M-V/def2-TZVPD", "symbols": ["C", "C", "C", "C", "C", "C", "P", "S", "H", "H", "H", "H", "H", "H", "H", "H", "H", "H", "H", "H", "H"], "positions_angstrom": [[-0.073347, -1.115590, 1.687102], [0.875689, -0.050765, 1.232118], [-0.393798, 0.346388, 1.965010], [-1.411747, 0.361592, -1.215198], [0.352532, -1.057302, -2.224726], [0.015939, 0.136855, -1.449348], [1.402314, 1.193581, -1.097281], [0.075499, 1.059138, 3.618715], [-0.897250, -1.503847, 1.025057], [0.251648, -1.715987, 2.474054], [1.872455, 0.111966, 1.386063], [-1.194817, 0.893570, 1.439936], [-1.697943, 0.113673, -0.168208], [-1.898843, -0.359572, -1.834678], [-1.740641, 1.401388, -1.348508], [1.440153, -1.173946, -2.703889], [0.227045, -2.083435, -1.715124], [-0.301549, -1.044209, -3.065621], [0.866743, 2.023622, -0.010925], [1.324175, 2.399795, -1.896831], [0.905744, 0.063085, 3.902283]], "atomic_forces_ev_per_a": [[-1.2, 1.6, -1.6], [-5.2, -1.4, -0.8], [2.8, 0.8, 0.5], [-0.2, 0.3, 1.2], [2.6, -2.6, -0.7], [1.2, 0.5, 0.7], [0.5, 2.1, 1.1], [-1.0, 0.0, -0.7], [1.4, -0.1, 0.4], [0.1, -1.2, 1.3], [2.2, 0.4, 0.6], [0.4, -0.4, 0.6], [0.1, 0.0, -0.5], [-1.1, -0.1, -0.5], [0.0, -0.3, -0.3], [-2.1, 0.8, 1.3], [-0.2, 1.5, -0.4], [-0.7, -0.4, -0.9], [0.4, -0.6, -0.7], [-0.4, -0.5, -0.5], [0.2, -0.2, 0.1]], "e_homo_ev": [-7.61, -7.71], "gap_ha": [0.2784, 0.2859], "multiplicity": 1}

=====

# 6
{"formula": "C6H14", "method": "ωB97M-V/def2-TZVPD", "symbols": ["C", "C", "C", "C", "C", "C", "H", "H", "H", "H", "H", "H", "H", "H", "H", "H", "H", "H", "H", "H"], "positions_angstrom": [[0.006134, 1.800038, -1.716451], [-0.370054, 1.378394, -0.310678], [-0.022283, -0.158577, -0.047312], [1.316985, -0.563035, -0.635837], [-0.170975, -0.539508, 1.424670], [-0.931445, -1.866187, 1.665099], [1.090682, 1.855496, -1.927902], [-0.339014, 1.070914, -2.462196], [-0.343182, 2.811510, -2.006511], [-1.362555, 1.668830, -0.040264], [0.321397, 1.962584, 0.355058], [-0.771190, -0.690083, -0.734822], [2.095344, -0.599186, 0.129747], [1.794351, 0.194689, -1.268094], [1.274154, -1.397649, -1.363756], [0.765720, -0.481980, 1.984201], [-0.866382, 0.169980, 1.870227], [-0.480265, -2.739021, 1.181318], [-1.085448, -2.167004, 2.698602], [-1.921980, -1.710199, 1.204899]], "atomic_forces_ev_per_a": [[0.0, 0.4, -1.2], [3.0, -0.4, 0.8], [-1.3, 0.7, -1.8], [1.2, 0.6, -0.7], [-1.2, -0.5, 0.4], [0.0, -0.1, -0.9], [-0.4, 0.0, 0.5], [-0.2, 0.2, 0.0], [-0.1, -0.5, 0.2], [-0.8, -0.2, 0.1], [-0.6, -0.3, -0.2], [0.5, 0.4, 1.4], [-0.1, -0.9, 0.1], [-0.6, 0.2, 0.0], [0.1, -0.1, 0.9], [0.0, 0.0, -0.3], [0.2, 0.5, 0.2], [0.1, 0.2, -0.1], [0.1, 0.4, 0.3], [0.2, -0.3, 0.2]], "s_squared": 0.750, "e_homo_ev": [1.57, -6.87], "gap_ha": [0.0889, 0.4010], "multiplicity": 2, "total_charge": -1}

=====

# 7
{"formula": "C6H14", "method": "ωB97M-V/def2-TZVPD", "symbols": ["C", "C", "C", "H", "H", "H", "H", "H", "H", "H", "H", "C", "C", "C", "H", "H", "H", "H", "H", "H"], "positions_angstrom": [[-0.334216, 2.745750, -1.580486], [0.649622, 3.082903, -2.702423], [0.883467, 1.775145, -3.537044], [-1.387676, 2.663811, -1.854757], [-0.636977, 3.753147, -0.862522], [0.211938, 1.926947, -0.890087], [1.501739, 3.415517, -2.259884], [0.343827, 4.018338, -3.180130], [1.934859, 1.703835, -3.721459], [0.462768, 0.915436, -2.973930], [0.310709, 1.707098, -4.504410], [-0.691657, -3.564869, 2.170858], [-0.776298, -2.812534, 3.434582], [0.260017, -2.528096, 4.229478], [-1.212676, -4.587280, 2.381332], [-1.360164, -3.090391, 1.359215], [0.293145, -3.978937, 1.787950], [-1.735221, -2.432148, 3.437876], [-0.001373, -1.901395, 5.176304], [1.284168, -2.812279, 4.089536]], "atomic_forces_ev_per_a": [[0.2, 2.4, 3.5], [-3.0, -1.1, -0.7], [-1.6, 0.8, -0.4], [0.3, -1.4, -0.5], [1.7, -2.5, -1.5], [-2.1, 1.7, -1.4], [2.9, 0.4, 1.4], [-0.4, -0.5, -0.8], [0.5, -0.6, -0.3], [0.8, 0.4, -0.1], [0.7, 0.5, 0.8], [-1.0, -3.1, -1.6], [3.3, -0.3, -1.0], [-2.4, 1.6, 2.1], [0.4, 1.5, -0.4], [1.4, -0.7, 1.0], [-0.9, 1.3, 0.4], [-1.9, 1.1, 1.4], [0.8, -1.1, -1.7], [0.2, -0.3, -0.2]], "e_homo_ev": -9.46, "gap_ha": 0.3840, "smiles": "C=CC.CCC", "multiplicity": 1}

=====

# 8
{"formula": "C6H14", "method": "ωB97M-V/def2-TZVPD", "symbols": ["C", "C", "C", "C", "C", "C", "H", "H", "H", "H", "H", "H", "H", "H", "H", "H", "H", "H", "H", "H"], "positions_angstrom": [[2.546674, 0.074504, -0.281436], [1.302983, -0.740562, 0.069034], [-0.007911, 0.038724, 0.338450], [-0.058234, 1.443008, -0.268425], [-1.200811, -0.827276, -0.097822], [-2.562172, -0.315398, 0.368260], [2.806673, 0.788287, 0.506528], [3.407955, -0.586476, -0.423154], [2.418004, 0.640558, -1.209311], [1.128815, -1.475254, -0.728507], [1.507286, -1.329751, 0.969355], [-0.088880, 0.173988, 1.427639], [-0.946986, 1.978046, 0.085438], [0.814880, 2.031420, 0.033841], [-0.086200, 1.424685, -1.366106], [-1.047416, -1.843151, 0.292481], [-1.190137, -0.919480, -1.195369], [-2.826873, 0.632165, -0.114541], [-3.355620, -1.036349, 0.139881], [-2.562029, -0.151679, 1.453766]], "atomic_forces_ev_per_a": [[0.0, 0.0, 0.0], [0.0, -0.1, 0.0], [0.0, 0.0, 0.0], [0.0, 0.0, 0.0], [0.0, 0.0, 0.0], [0.0, 0.0, 0.0], [0.0, -0.1, 0.0], [-0.1, 0.1, 0.0], [0.0, -0.1, 0.1], [0.0, 0.2, 0.0], [0.1, -0.1, -0.1], [0.0, 0.0, -0.1], [0.1, -0.1, -0.1], [-0.2, -0.1, -0.1], [0.0, -0.1, 0.2], [0.0, 0.1, 0.0], [0.0, 0.0, 0.2], [0.0, -0.1, 0.1], [0.1, 0.1, 0.0], [0.0, 0.0, -0.2]], "e_homo_ev": -10.85, "gap_ha": 0.4427, "smiles": "CCC(C)CC", "multiplicity": 1}

=====

# 9
{"formula": "C6H14AlO4", "method": "ωB97M-V/def2-TZVPD", "symbols": ["C", "O", "C", "C", "O", "C", "C", "O", "C", "Al", "H", "H", "H", "H", "H", "H", "H", "H", "H", "H", "H", "H", "H", "O", "H"], "positions_angstrom": [[1.790126, 1.494978, -1.127921], [1.772797, 0.182127, -0.653637], [1.960554, 0.105737, 0.780493], [1.643644, -1.289371, 1.272169], [0.212405, -1.411910, 1.461591], [-0.787857, -1.586445, 0.000918], [-1.881774, -0.565331, 0.198096], [-1.270755, 0.699279, 0.432923], [-2.110495, 1.823901, 0.252891], [0.199698, 0.630540, 1.747219], [1.670541, 1.467100, -2.220036], [0.946723, 2.077826, -0.710430], [2.745617, 2.004425, -0.904314], [3.018723, 0.348110, 0.995798], [2.185076, -1.540106, 2.199190], [1.949812, -2.061101, 0.537714], [-1.268426, -2.424641, -0.533001], [0.198064, -1.911281, -0.346660], [-2.564389, -0.832583, 1.021718], [-2.565260, -0.484557, -0.660328], [-1.543186, 2.706953, 0.570726], [-2.387902, 1.903702, -0.808171], [-3.019006, 1.732421, 0.867164], [-0.853352, -1.783199, -2.089711], [-0.041367, -1.286581, -2.284409]], "atomic_forces_ev_per_a": [[0.1, 0.4, -0.4], [-0.1, -0.4, 1.0], [0.4, 0.0, -0.6], [-0.2, -1.2, -1.0], [-0.3, 2.3, 3.6], [0.4, -1.8, -3.6], [0.7, -0.7, -0.5], [0.6, 0.7, 0.6], [-0.5, 0.7, -0.1], [0.2, -1.5, -0.4], [0.0, -0.1, 0.3], [0.3, 0.0, 0.0], [-0.3, -0.1, 0.1], [-0.6, 0.3, 0.2], [-0.4, 0.3, -0.1], [0.0, 0.3, 0.1], [-0.7, -1.2, 1.5], [-0.5, 1.8, -0.7], [0.6, 0.0, 0.3], [0.8, -0.2, -0.2], [-0.2, -0.2, -0.1], [0.1, 0.0, 0.3], [0.3, 0.0, -0.1], [-0.3, 0.6, -0.2], [-0.4, -0.2, 0.1]], "s_squared": 0.754, "e_homo_ev": [-7.36, -7.49], "gap_ha": [0.2816, 0.2224], "multiplicity": 2}

=====

# 10
{"formula": "C6H14CoO3", "method": "ωB97M-V/def2-TZVPD", "symbols": ["H", "C", "H", "O", "C", "H", "H", "O", "C", "H", "O", "C", "H", "C", "H", "H", "H", "H", "Co", "H", "C", "H", "H", "H"], "positions_angstrom": [[4.915100, 0.310086, 0.899900], [4.043669, 0.325228, 0.219137], [4.441289, 0.193575, -0.807507], [3.312116, 1.504688, 0.334123], [3.189569, -0.895439, 0.558346], [3.671646, -1.840812, 0.271047], [2.948687, -0.916608, 1.633949], [1.964430, -0.735192, -0.171089], [0.874681, -1.572729, 0.180474], [0.760673, -1.588419, 1.275647], [-0.352217, 0.438429, -0.213441], [-0.344401, -0.961968, -0.475141], [-0.326196, -1.105408, -1.568307], [-3.387695, 1.725104, -0.241071], [-1.355697, 0.859267, -0.224058], [-3.239258, 2.292563, -1.165578], [-1.261306, -1.426452, -0.090616], [-3.243810, 2.376854, 0.627113], [1.515245, 1.188561, -0.143238], [1.034542, -2.598310, -0.179677], [-4.547842, 0.786653, -0.192071], [-4.551936, 0.094616, -1.045157], [-4.559006, 0.202052, 0.740361], [-5.502272, 1.343669, -0.223144]], "atomic_forces_ev_per_a": [[-0.1, 0.5, -0.4], [0.3, -0.8, 1.4], [0.0, 0.6, -0.2], [1.0, -0.3, -0.3], [0.1, -0.5, 0.2], [0.0, 0.3, 0.1], [0.2, 0.0, -0.3], [0.6, 0.8, -0.4], [-1.2, -0.8, 0.5], [0.1, 0.0, -0.2], [-1.5, 2.2, 0.5], [-0.5, -1.2, -0.8], [0.0, 0.0, 0.4], [-0.6, 0.9, 0.0], [1.9, -0.7, 0.0], [0.2, -0.5, 0.0], [0.3, 0.1, 0.0], [0.3, -0.5, 0.0], [-1.8, -0.2, -0.4], [0.0, 0.3, 0.0], [0.5, -0.6, 0.1], [-0.1, 0.2, 0.2], [-0.1, 0.2, -0.3], [0.3, 0.0, 0.0]], "s_squared": 8.764, "e_homo_ev": [-15.08, -17.98], "gap_ha": [0.2405, 0.2024], "multiplicity": 6, "total_charge": 2}

=====

Electronic energy (Ha)
-1622.293075, -652.915452, -1107.715133, -577.659844, -975.712332, -236.920408, -236.896005, -237.004447, -780.140095, -1844.650800